1.
18
Properties=species:S:1:pos:R:3:nbo_charge:R:1 method="wB97M-V/def2-TZVPD" homo_lumo_gap_ev=7.58 homo_energy_ev=-8.7 energy_ev=-25357.4513
S -0.252 -4.136 -1.144 -0.022
O -1.316 -0.145 1.537 -0.602
O -2.738 1.031 -0.787 -0.887
N -0.915 -1.954 0.240 -0.630
N -0.590 2.347 -1.024 -1.126
N 0.819 -1.789 -1.297 -0.591
C 1.102 0.849 1.104 -0.154
C 0.767 -0.128 0.329 -0.298
C 1.332 -0.650 -0.954 0.148
C -0.576 -0.670 0.732 0.668
C -0.187 -2.620 -0.689 0.192
B -1.755 1.869 -0.854 1.102
H 0.370 0.927 1.911 0.233
H 1.956 1.394 1.004 0.209
H -1.577 -2.487 0.770 0.431
H 1.207 -2.361 -2.043 0.415
H -2.781 0.391 -0.149 0.521
H -0.123 3.104 -1.303 0.392


2.
16
Properties=species:S:1:pos:R:3:nbo_charge:R:1 method="wB97M-V/def2-TZVPD" homo_lumo_gap_ev=8.62 homo_energy_ev=-9.4 relative_energy_kcal_mol=57.18 energy_ev=-22377.9223
S -1.272 -1.402 -0.235 0.432
O 1.475 0.530 -1.502 -0.737
O 2.523 -0.724 0.033 -0.658
N -1.574 1.165 -0.135 -0.376
C 0.660 0.665 0.288 0.086
C -2.854 -0.761 -0.480 -0.425
C -2.799 0.641 -0.413 -0.039
C -0.665 0.250 -0.050 -0.010
C 1.683 -0.138 0.965 -0.128
B 2.483 -0.297 -1.153 0.867
H -3.467 1.354 -0.627 0.210
H 3.138 -0.963 -1.888 -0.089
H 2.252 0.457 1.723 0.193
H 1.226 -0.889 1.616 0.196
H -3.504 -1.586 -0.365 0.247
H 0.819 1.655 0.457 0.230


3.
20
Properties=species:S:1:pos:R:3:nbo_charge:R:1 method="wB97M-V/def2-TZVPD" spin_multiplicity=6 homo_lumo_gap_ev="6.94 / 5.52" homo_energy_ev="-24.9 / -26.3" relative_energy_kcal_mol=64.32 charge=+4 energy_ev=-57714.8632
Bi 1.426 2.171 -0.883 1.237
Ru 0.207 -0.186 0.512 0.252
Cl 2.879 4.007 -0.043 -0.025
Cl -0.428 -1.017 2.607 0.346
S -1.649 1.144 0.201 1.279
O 3.098 -0.797 1.144 -0.213
O 4.688 1.033 -0.751 -0.189
O 0.001 -2.230 -1.673 -0.127
O -2.041 1.694 -1.120 -0.381
C -1.506 2.528 1.343 -0.795
C -3.032 0.231 0.851 -0.784
C 3.607 1.128 -1.126 0.486
C 0.090 -1.439 -0.815 0.465
C 1.988 -0.546 0.895 0.556
H -0.491 2.944 1.295 0.255
H -3.671 -0.006 -0.003 0.350
H -2.651 -0.674 1.333 0.277
H -1.723 2.174 2.356 0.326
H -3.560 0.869 1.567 0.335
H -2.240 3.278 1.026 0.352


4.
17
Properties=species:S:1:pos:R:3:nbo_charge:R:1 method="wB97M-V/def2-TZVPD" homo_lumo_gap_ev="7.67 / 7.53" homo_energy_ev="-8.4 / -8.7" relative_energy_kcal_mol=37.64 energy_ev=-152440.6755
Br -3.317 -0.149 -0.357 0.070
Br 0.645 0.614 3.080 0.002
O 0.893 -2.185 0.340 -0.548
O 1.909 1.647 -1.927 -0.581
N 1.897 -0.365 -0.778 -0.662
N 0.542 1.219 -0.071 -0.637
C 1.481 0.924 -1.069 0.779
C 0.081 0.048 0.578 0.124
C -1.640 -0.570 -1.103 -0.498
C 0.962 -1.026 0.118 0.613
C -0.723 0.072 1.772 -0.482
H -1.320 -1.602 -1.018 0.227
H 2.511 -0.888 -1.351 0.426
H -0.082 2.017 -0.308 0.419
H -1.233 0.306 -1.731 0.224
H -1.063 -0.942 1.942 0.262
H -1.541 0.878 1.882 0.264


5.
19
Properties=species:S:1:pos:R:3:nbo_charge:R:1 method="wB97M-V/def2-TZVPD" homo_lumo_gap_ev=9.50 homo_energy_ev=-9.5 energy_ev=-174110.0203
Br -4.898 -0.565 1.026 -0.188
Br -2.027 2.256 -1.672 0.182
S 2.307 4.579 0.430 -0.003
S 0.453 -1.547 -0.003 2.169
O 0.110 -2.516 1.034 -0.927
O 1.086 -2.008 -1.169 -0.913
N -0.858 2.000 -0.254 -0.447
N 1.340 2.125 1.282 -0.470
C -0.549 0.889 0.126 0.281
C 1.621 3.215 0.865 0.295
C 1.533 -0.269 0.777 -0.655
C 0.619 0.948 1.191 -0.079
C -0.974 -0.488 -0.353 -0.746
H 0.283 0.703 2.252 0.240
H -1.164 -0.494 -1.418 0.280
H -5.766 -0.679 0.005 0.190
H -1.845 -0.615 0.149 0.276
H 2.030 -0.686 1.620 0.258
H 2.338 0.093 0.058 0.257


6.
16
Properties=species:S:1:pos:R:3:nbo_charge:R:1 method="wB97M-V/def2-TZVPD" homo_lumo_gap_ev=8.32 homo_energy_ev=-8.4 relative_energy_kcal_mol=0.00 energy_ev=-81840.1156
Br -0.115 1.234 -3.442 0.019
O -1.865 -0.137 -0.281 -0.560
N -0.550 -1.302 -1.686 -0.783
N 1.154 0.520 1.751 -0.402
N -0.277 1.985 -0.694 -0.366
C 1.442 -0.314 0.878 -0.060
C -0.377 1.058 -1.515 0.180
C -0.665 1.849 0.625 -0.047
C -1.054 -0.199 -1.188 0.549
C -0.045 1.283 1.693 -0.098
H -0.922 -2.263 -1.561 0.424
H -1.537 2.400 0.893 0.226
H 0.111 -1.191 -2.382 0.398
H 0.856 -0.812 0.065 0.149
H -0.458 1.341 2.707 0.211
H 2.381 -0.849 1.096 0.159


7.
16
Properties=species:S:1:pos:R:3:nbo_charge:R:1 method="wB97M-V/def2-TZVPD" spin_multiplicity=3 homo_lumo_gap_ev="7.70 / 6.96" homo_energy_ev="-7.3 / -9.4" relative_energy_kcal_mol=0.00 energy_ev=-91741.8698
Br -3.059 0.337 0.558 0.037
S 0.856 -2.160 0.406 0.137
O -2.391 -1.295 -1.588 -0.664
O 1.600 2.272 -0.502 -0.581
N 0.166 0.479 -0.102 -0.435
C 1.766 0.410 1.211 -0.494
C 1.255 1.279 0.072 0.692
C -2.026 -0.231 -0.889 0.173
C -0.745 0.418 -1.225 -0.315
C 0.535 -0.481 0.939 -0.230
H -3.150 -1.773 -1.222 0.501
H -0.308 -0.141 -2.065 0.232
H 2.715 -0.071 0.988 0.237
H -0.195 -0.522 1.754 0.230
H 1.807 0.891 2.182 0.240
H -0.885 1.466 -1.527 0.242


8.
17
Properties=species:S:1:pos:R:3:nbo_charge:R:1 method="wB97M-V/def2-TZVPD" homo_lumo_gap_ev="7.88 / 6.42" homo_energy_ev="-9.6 / -9.9" relative_energy_kcal_mol=28.02 energy_ev=-93786.4846
Br 4.184 2.002 0.069 -0.182
S 3.009 0.305 1.290 1.796
O 2.720 0.852 2.580 -0.819
O -1.583 -0.980 0.047 -0.284
O 3.762 -0.879 1.088 -0.830
N -1.695 0.207 -0.818 -0.128
C -0.352 -1.212 0.289 0.276
C -0.225 2.032 -1.532 -0.661
C 0.088 -2.390 1.119 -0.669
C 0.364 -0.163 -0.229 -0.024
C -0.452 0.726 -0.916 0.050
H 0.274 2.731 -0.765 0.246
H -1.276 2.419 -1.788 0.250
H 0.481 2.104 -2.457 0.249
H -0.776 -3.124 0.971 0.244
H 0.954 -2.836 0.754 0.240
H 0.406 -2.112 2.134 0.245


9.
13
Properties=species:S:1:pos:R:3:nbo_charge:R:1 method="wB97M-V/def2-TZVPD" homo_lumo_gap_ev=10.07 homo_energy_ev=-9.2 relative_energy_kcal_mol=47.41 smiles="C=C[C@@H]1[C@H](Cl)[C@@H]1Cl" energy_ev=-30323.9914
Cl 1.462 1.795 -0.672 0.023
Cl 2.336 -1.092 -0.774 0.033
C -0.780 0.061 -0.689 -0.243
C 1.024 0.896 0.698 -0.248
C 1.441 -0.539 0.561 -0.249
C -0.063 -0.109 0.433 -0.281
C -1.949 -0.431 -0.751 -0.356
H -2.739 -0.144 -1.643 0.207
H 1.739 -1.096 1.449 0.237
H -2.329 -1.053 0.131 0.185
H 0.982 1.282 1.640 0.225
H -0.763 -0.160 1.216 0.235
H -0.361 0.590 -1.600 0.232


10.
19
Properties=species:S:1:pos:R:3:mulliken_spin:R:1 method="wB97M-V/def2-TZVPD" spin_multiplicity=5 homo_lumo_gap_ev="3.90 / 3.96" homo_energy_ev="-21.6 / -21.7" relative_energy_kcal_mol=0.00 charge=+4 energy_ev=-68985.5992
Pm 0.206 -1.130 1.305 4.064
In 0.187 -0.460 -5.613 0.000
Cl 2.155 -2.635 1.339 -0.042
Cl -0.619 1.781 -5.135 0.000
S 0.451 0.979 2.780 -0.012
O -1.059 -3.680 3.718 0.000
O -0.728 0.256 -9.174 0.000
O 0.919 -3.606 -7.271 0.000
C 0.692 -2.622 -6.747 0.000
C -0.706 -2.873 2.961 -0.004
C 0.865 2.635 3.387 -0.002
C -0.989 0.653 3.846 -0.001
C -0.426 0.007 -8.107 0.000
H 0.047 3.317 3.136 -0.001
H 0.969 2.580 4.476 0.000
H 1.802 2.960 2.923 0.000
H -0.602 0.487 4.858 0.000
H -1.570 -0.215 3.489 0.000
H -1.593 1.567 3.830 -0.001


11.
67
Properties=species:S:1:pos:R:3:nbo_charge:R:1 method="wB97M-V/def2-TZVPD" spin_multiplicity=8 homo_lumo_gap_ev="4.33 / 8.76" homo_energy_ev="0.6 / -3.8" charge=-3 energy_ev=-307444.9908
V -12.533 31.536 4.062 0.893
V -15.414 28.211 8.140 1.237
Cl -16.676 31.114 2.526 -0.015
Cl -10.513 26.212 2.367 -0.035
Cl -10.991 24.273 4.428 -0.052
Cl -20.023 27.671 9.278 -0.025
Cl -18.202 28.813 3.475 -0.026
Cl -17.917 27.623 7.215 0.109
S -15.452 25.068 8.789 2.190
S -15.620 26.357 11.139 2.034
P -16.459 30.593 9.825 2.606
P -12.056 28.937 10.113 2.612
P -13.871 33.952 5.084 2.582
P -14.363 28.831 5.534 2.603
P -10.267 31.470 6.301 2.577
F -12.577 33.806 4.125 -0.589
F -12.884 28.480 4.982 -0.550
F -17.483 31.394 8.786 -0.588
F -17.985 25.778 12.493 -0.311
F -15.690 29.261 6.298 -0.573
F -11.510 31.716 7.351 -0.565
F -9.331 32.325 7.347 -0.587
F -15.398 29.897 10.868 -0.545
F -12.863 29.049 11.507 -0.583
F -9.660 30.191 7.183 -0.588
F -13.733 29.535 6.862 -0.565
F -15.102 34.126 6.044 -0.572
F -13.430 32.633 5.932 -0.612
F -14.344 30.293 4.822 -0.592
F -15.914 32.090 10.145 -0.569
F -15.198 28.080 4.306 -0.568
F -12.178 30.511 9.877 -0.584
F -18.088 25.874 10.276 -0.322
F -15.408 30.361 8.609 -0.565
F -14.459 27.509 6.414 -0.560
F -14.703 32.959 4.053 -0.602
F -11.979 27.377 10.389 -0.579
F -12.980 34.906 6.053 -0.579
F -10.598 29.313 10.679 -0.590
F -14.419 35.212 4.247 -0.590
F -13.525 28.708 9.389 -0.601
F -13.520 23.288 8.272 -0.318
F -17.552 30.664 11.031 -0.584
F -17.069 29.118 9.435 -0.593
F -13.171 24.582 9.966 -0.305
F -12.874 25.428 7.949 -0.305
F -11.239 30.496 5.425 -0.602
F -17.900 27.675 11.474 -0.284
F -9.042 31.115 5.334 -0.581
F -11.369 28.968 8.617 -0.580
F -10.819 32.778 5.459 -0.589
O -15.837 25.117 7.416 -0.937
O -16.080 23.968 9.539 -0.913
O -15.117 27.611 11.813 -0.826
O -15.164 25.085 11.746 -0.879
N -15.451 26.582 9.397 -1.195
C -17.120 29.390 2.199 -0.382
C -17.587 26.411 11.399 0.804
C -19.509 28.125 7.614 -0.405
C -11.766 25.522 3.385 -0.385
C -13.629 24.550 8.709 0.739
H -12.104 26.392 3.948 0.258
H -16.282 28.719 2.014 0.232
H -19.621 29.193 7.425 0.238
H -12.578 25.071 2.814 0.213
H -20.221 27.755 6.877 0.216
H -17.652 29.463 1.250 0.199


12.
13
Properties=species:S:1:pos:R:3:nbo_charge:R:1 method="wB97M-V/def2-TZVPD" homo_lumo_gap_ev=10.12 homo_energy_ev=-9.2 relative_energy_kcal_mol=0.00 energy_ev=-20521.2360
Cl -2.797 -1.131 0.350 -0.013
F 2.030 -1.617 -0.229 -0.336
C -0.204 -1.101 -0.409 -0.361
C 1.488 0.473 0.713 -0.696
C 1.016 -0.747 -0.003 0.464
C -1.508 1.024 -0.570 -0.415
C -1.402 -0.269 -0.264 -0.029
H -0.671 1.549 -1.006 0.213
H -2.467 1.558 -0.401 0.222
H 2.105 1.084 0.039 0.233
H 2.088 0.191 1.602 0.237
H -0.318 -2.087 -0.877 0.242
H 0.639 1.072 1.055 0.240